C7H13N2O | the ωB97M-V functional and the def2-TZVPD basis

Results
Kohn-Sham gap (alpha / beta): 8.538 / 8.537 eV
total energy: -12487.573 eV
total charge: +1
energy relative to the best compared isomer or geometry (same formula, charge and spin): 430.8 kJ/mol
F_max: 0.080 hartree/bohr
lowest unoccupied orbital energy (alpha / beta): -4.46 / -4.46 eV
SMILES: CC/C=C/N=C(C)\[NH+]=C\O

Atoms and positions in Å:
H1 -2.189 0.238 -1.406
H2 4.152 0.106 0.991
C1 -0.809 0.529 -0.009
C2 -3.225 0.347 0.399
H3 4.283 1.033 -0.378
H4 3.667 1.582 1.252
C3 0.907 -1.347 -0.671
C4 2.328 0.382 -0.025
H5 0.995 -1.145 -1.773
H6 -1.666 -1.252 -0.509
H7 0.087 -2.706 0.401
H8 -0.530 0.882 1.012
N1 1.948 -1.008 0.122
H9 -3.099 0.455 1.449
H10 -4.084 -0.101 0.179
H11 2.113 -1.437 1.082
C5 3.684 0.855 0.432
H12 0.023 0.935 -2.029
N2 1.443 1.227 -0.447
C6 0.172 0.852 -0.943
C7 -2.063 -0.182 -0.372
O1 0.096 -2.405 -0.497
H13 -3.284 1.380 0.075

List of Löwdin charges in e, atom by atom:
1. H 0.14
2. H 0.06
3. C -0.07
4. C -0.07
5. H 0.07
6. H 0.11
7. C -0.15
8. C -0.29
9. H 0.19
10. H 0.13
11. H 0.13
12. H 0.15
13. N 0.13
14. H 0.08
15. H 0.04
16. H 0.21
17. C 0.02
18. H 0.15
19. N 0.12
20. C -0.14
21. C -0.23
22. O 0.12
23. H 0.10